{"formula": "C47H47CaNP2", "method": "ωB97M-V/def2-TZVPD", "elements": ["C", "C", "H", "C", "H", "C", "C", "C", "H", "H", "H", "H", "C", "C", "C", "C", "C", "C", "C", "H", "H", "C", "C", "H", "C", "Ca", "H", "H", "C", "C", "H", "H", "C", "P", "H", "C", "H", "H", "H", "H", "C", "C", "H", "C", "C", "H", "H", "H", "H", "H", "C", "C", "C", "C", "C", "H", "H", "H", "H", "C", "N", "H", "P", "H", "C", "C", "C", "C", "C", "C", "H", "H", "C", "C", "H", "C", "C", "C", "H", "H", "H", "H", "H", "H", "C", "C", "C", "C", "H", "H", "C", "H", "C", "H", "H", "H", "H", "H"], "positions_angstrom": [[4.59387, 2.04764, -1.20958], [1.76465, -1.75479, 2.50977], [-2.86089, 4.12246, 1.17793], [-2.13904, -2.77422, -3.99500], [2.94159, -4.02059, 1.54771], [-2.27121, 0.00078, -3.65983], [-7.79884, 0.97089, -2.35484], [-3.30967, 2.35024, 2.33660], [-7.79603, 2.17836, -0.56122], [4.14206, -4.29795, -2.58647], [5.71692, -1.76954, -1.06758], [-5.34093, -1.22045, -3.23607], [3.47676, 1.57702, -2.17164], [4.92383, 1.20022, -0.02144], [3.46887, -2.03419, 4.26063], [1.96773, 1.93742, 1.95438], [2.47154, -2.00394, 5.24066], [5.55134, 0.02367, 0.07029], [-7.11545, -0.01609, -3.07566], [-5.56424, 1.41094, 0.18408], [3.03848, 2.99310, 3.48850], [0.91797, 2.89305, 3.91858], [-1.65165, -1.92605, -4.99401], [4.21472, 3.00235, -0.80545], [-2.88357, 1.51114, -1.10820], [-1.04827, -0.88679, 0.23276], [-4.61795, 5.50393, 2.25627], [-3.07763, -2.90232, -2.04881], [2.13047, -2.46052, 0.25249], [-2.70129, -2.24153, -2.83351], [-5.78425, 2.14297, 4.68766], [1.00287, 3.45457, 4.85033], [-4.48902, 4.46361, 2.55379], [-3.46479, -0.21074, -1.05779], [5.49100, 2.29449, -1.79067], [3.12035, -1.93065, 2.91598], [0.65869, 1.28692, 0.37080], [0.33959, -1.81923, 5.62049], [-1.52426, -3.61380, -0.45020], [-1.02511, -3.68612, 1.27268], [-3.49058, 3.68710, 1.95656], [2.90038, -3.62951, 0.52962], [5.67474, -0.41239, 1.07021], [0.77535, -1.63142, 3.52729], [-2.77350, -0.84329, -2.66080], [-2.29591, 1.08294, -3.53192], [1.64809, -1.00779, -1.29012], [-1.23906, 2.69035, 4.03505], [-6.10030, 4.51220, 3.99393], [3.06742, 0.31307, -3.88232], [6.19974, -0.78128, -1.00306], [-2.02854, 1.99926, -0.15488], [-5.25423, 0.08275, -1.50099], [2.85147, -2.62312, -2.06938], [2.13926, -1.96137, -1.07641], [-1.22647, -2.34259, -5.90683], [2.85537, 1.61221, 1.41615], [-0.26171, -1.44730, 3.22674], [6.99704, -0.65383, -2.99178], [0.71686, 1.64249, 1.41666], [1.38135, -1.75106, 1.18136], [-4.01496, 0.74249, 3.60260], [-2.05906, 1.29557, 1.51171], [4.52184, -2.16282, 4.52505], [-0.33506, 2.48155, 3.45609], [-5.86189, -0.46775, -2.64221], [2.06632, 2.63595, 3.16270], [3.62676, -4.26669, -0.47435], [4.96449, -0.24495, -3.20380], [-4.15062, 1.78895, 3.31837], [-8.74048, 1.37669, -2.72829], [-2.08551, -3.85466, -4.11870], [6.22930, -0.11744, -2.40787], [1.13043, -1.81325, 4.86352], [-3.26109, 2.10577, -1.95173], [-1.71272, -0.54132, -4.82008], [-5.99684, 0.99995, -0.72882], [3.58272, -3.78442, -1.78883], [4.98405, -1.06768, -3.93524], [6.58494, 0.92032, -2.32276], [2.85877, -2.21121, -3.08145], [4.24558, -5.13208, -0.21692], [-1.38679, 2.86844, -0.33201], [-2.69460, -3.05641, 0.79672], [-7.25126, 1.44278, -1.15487], [-5.31961, 3.90620, 3.53250], [-0.43953, 1.87036, 2.19515], [-1.62576, -3.11864, 0.52970], [2.56500, 1.29966, -1.60441], [-7.54955, -0.41782, -3.99379], [3.85059, 0.49806, -3.14119], [2.75669, -2.11664, 6.29370], [-5.14222, 2.57099, 3.91475], [3.17582, 2.46526, -2.76066], [7.25227, -0.98693, -0.73415], [-1.32327, 0.12353, -5.58961], [4.66221, 1.67329, 0.92693], [3.88708, -2.03876, 2.14278]], "forces_ev_per_a": [[-0.5265, 0.8432, -0.2643], [-0.0406, -0.5139, -0.1428], [-0.1691, -0.0775, 0.2854], [-0.1183, 0.1914, -0.0448], [-0.1080, 0.1391, -0.3606], [0.1379, -0.2320, -0.1103], [0.3844, -0.2152, 0.1301], [-0.4808, 0.0092, 0.0385], [0.1872, -0.1925, -0.1526], [-0.2943, 0.3368, 0.4292], [0.0375, 0.1866, -0.0137], [-0.0723, 0.2500, 0.1532], [0.3838, 0.4686, -0.0043], [0.3522, -0.4370, 0.5623], [-0.4526, 0.0628, -0.3513], [-0.1157, 0.1442, -0.0358], [-0.0189, 0.0364, 0.2584], [0.0475, 0.2075, 0.3234], [0.0263, 0.1819, 0.3170], [-0.0869, -0.0436, -0.1317], [-0.1204, -0.2179, 0.1323], [0.0455, 0.1233, -0.2907], [-0.1396, 0.0911, 0.2653], [0.2951, -0.1955, -0.1245], [0.6136, 0.6660, 0.7454], [2.2818, -1.8105, 0.5567], [0.0294, -0.2635, 0.0510], [0.1788, 0.1575, -0.1970], [-0.1248, 0.8142, 0.3394], [0.0463, 0.3351, 0.0197], [0.2078, 0.0859, -0.2771], [-0.0774, -0.2362, -0.2237], [0.0723, -0.2777, 0.0461], [-1.5410, -0.1456, -0.6605], [-0.3695, 0.0753, 0.1227], [-0.2225, 0.0973, 0.1923], [0.0469, -0.0526, 0.6744], [0.3324, 0.0999, -0.1746], [-0.1285, -0.1410, 0.2192], [-0.5101, 0.3523, -0.3564], [-0.2075, 0.0607, 0.1736], [-0.0058, 0.0310, -0.2857], [-0.1369, 0.2763, -0.2674], [0.7760, -0.0630, -0.0779], [0.1363, -0.0249, 0.0853], [0.0101, -0.3120, -0.1260], [0.0633, -0.1686, 0.0506], [0.3424, -0.1300, -0.1377], [0.2231, -0.1945, -0.1125], [0.1417, -0.2704, 0.1986], [0.1408, -0.0988, -0.7995], [-0.7019, -0.2234, -1.3573], [-0.3659, 0.1559, -0.0827], [-0.0699, -0.2656, -0.1784], [0.3629, -0.7116, 0.1428], [-0.0627, 0.0983, 0.2626], [-0.2581, 0.3172, 0.0659], [0.2527, -0.2402, 0.1582], [-0.1483, 0.2486, 0.2504], [-0.3545, 0.0953, 0.4809], [-0.2803, 0.3718, -0.2824], [-0.0975, 0.3184, -0.0545], [0.2850, 0.6758, 1.1943], [-0.3494, 0.0237, 0.0283], [0.1825, -0.1028, -0.3019], [0.0678, 0.2107, -0.0042], [-0.3878, -0.3583, -0.1807], [-0.3257, 0.3758, 0.0556], [-0.6976, 0.3508, -0.3494], [0.2688, 0.2306, -0.2763], [0.2330, -0.2092, 0.1722], [0.0033, 0.2496, 0.0390], [0.6290, -0.5249, 0.2004], [0.1571, 0.2160, -0.0569], [0.7976, -0.0308, 0.1006], [-0.0820, -0.0682, 0.1180], [0.1767, -0.0972, -0.3232], [0.2576, -0.0333, -0.2859], [-0.0982, 0.4974, 0.2081], [-0.1261, -0.5065, -0.0611], [-0.0194, -0.2002, 0.3046], [-0.2988, 0.2212, -0.1585], [-0.5822, 0.1575, 0.0139], [0.0780, -0.5056, 0.0664], [0.0520, -0.1411, -0.1961], [0.3151, -0.2330, -0.1495], [0.0177, 0.3176, -0.4499], [-0.0625, 0.0169, -0.1029], [0.4241, -0.1034, -0.1475], [0.1728, 0.0962, 0.2998], [0.1408, -0.4768, -0.0863], [-0.2790, 0.0145, -0.4262], [-0.0144, 0.1609, 0.0123], [0.0693, -0.2725, 0.1641], [-0.3860, 0.1262, 0.1737], [-0.0872, -0.1520, 0.1587], [0.0034, -0.3052, -0.1471], [-0.2836, 0.2055, 0.3416]], "lowdin_charge": [-0.202, -0.324, 0.105, -0.062, 0.107, -0.090, -0.083, -0.388, 0.105, 0.092, 0.107, 0.101, -0.191, -0.117, -0.113, -0.057, -0.137, -0.097, -0.077, 0.096, 0.107, -0.070, -0.070, 0.106, -0.330, 0.999, 0.106, 0.101, -0.318, -0.107, 0.109, 0.107, -0.073, 0.969, 0.102, -0.069, 0.082, 0.093, -0.077, -0.044, -0.088, -0.050, 0.103, -0.056, -0.397, 0.091, 0.071, 0.104, 0.107, 0.098, -0.177, -0.350, -0.342, -0.133, -0.068, 0.108, 0.076, 0.084, 0.107, -0.124, -0.029, 0.109, 0.931, 0.096, -0.081, -0.083, -0.058, -0.108, -0.112, -0.093, 0.105, 0.113, -0.194, -0.117, 0.089, -0.075, -0.102, -0.138, 0.105, 0.100, 0.084, 0.099, 0.088, -0.075, -0.082, -0.076, -0.368, -0.374, 0.096, 0.107, -0.131, 0.087, -0.078, 0.110, 0.114, 0.106, 0.077, 0.092], "homo_lumo_gap_ha": 0.1743, "relative_energy_kj_mol": 0.0, "total_charge": 0}